1.
This record from the Open Molecules 2025 dataset describes C34H43BBiN6OS6 as an isolated structure at a distorted geometry. The level of theory is ωB97M-V with the def2-TZVPD basis set.

Net charge ... +1
HOMO ... -10.0 eV
Lowest unoccupied orbital energy ... -0.1193 Ha

Each line ends with the Löwdin charge.
CARTESIAN COORDINATES (ANGSTROEM)
Bi  10.34764  11.73256  10.30141  1.39
C  15.72830  9.06222  10.02706  -0.03
C  15.30110  10.12360  11.06560  -0.54
C  15.19648  11.50246  10.44544  -0.06
C  16.36870  10.08258  12.17228  -0.05
N  13.98884  9.70767  11.71167  0.03
C  13.86588  9.10492  12.96714  -0.04
C  12.66791  8.55829  13.07099  -0.01
N  11.94414  8.80891  11.83428  0.05
B  10.59924  8.07882  11.65656  -0.64
N  9.45554  8.65256  12.55602  0.05
C  8.41340  7.78086  12.97795  -0.02
C  7.63568  8.43683  13.84037  -0.01
N  8.11078  9.78769  13.95456  0.01
C  9.23869  9.88420  13.14608  -0.59
S  10.09312  11.41666  12.96858  0.59
C  7.36525  10.87397  14.69110  -0.52
C  8.36846  11.57516  15.71287  -0.04
C  6.22568  10.19851  15.49422  -0.05
C  6.72039  11.84291  13.73321  -0.05
N  10.25763  7.90119  10.17120  0.02
C  10.96383  6.96951  9.38850  -0.07
C  10.40993  6.87969  8.18170  -0.05
N  9.38679  7.83094  8.08534  0.01
C  9.27465  8.44608  9.33942  -0.67
S  8.17730  9.72008  9.65257  0.55
C  8.39086  7.94648  6.92930  -0.51
C  8.75337  6.87847  5.84376  -0.06
C  6.94340  7.62254  7.47629  -0.05
C  8.47335  9.31350  6.23472  -0.05
C  12.77216  9.52867  11.03798  -0.60
S  12.37806  10.20217  9.45930  0.61
H  16.67506  9.42316  9.55250  0.11
H  15.95960  8.14094  10.56027  0.08
H  15.00652  8.80404  9.24183  0.07
H  16.18409  11.79121  10.06497  0.10
H  14.47996  11.48459  9.63187  0.01
H  14.91254  12.30356  11.14478  0.10
H  17.33603  10.52164  11.83972  0.11
H  15.99230  10.60042  13.05808  0.09
H  16.53856  9.02350  12.43388  0.09
H  14.66965  9.15385  13.65788  0.11
H  12.21332  8.00610  13.88380  0.13
H  10.74732  6.93235  12.11275  0.13
H  8.42391  6.76040  12.66632  0.13
H  6.80828  8.13102  14.45157  0.11
H  9.03635  10.87790  16.17680  0.07
H  8.90931  12.41351  15.27560  0.05
H  7.73921  11.96799  16.54690  0.09
H  6.64340  9.47023  16.18272  0.09
H  5.71656  10.96774  16.03540  0.08
H  5.46688  9.70211  14.87302  0.09
H  7.44262  12.18127  12.94513  0.06
H  5.90690  11.32028  13.25537  0.08
H  6.22259  12.71078  14.26716  0.12
H  11.80390  6.43378  9.83866  0.14
H  10.65530  6.26008  7.32114  0.12
H  8.54378  5.81978  6.25751  0.12
H  8.11645  6.98603  4.95050  0.09
H  9.76976  6.98354  5.54307  0.06
H  6.97626  6.76968  8.14385  0.08
H  6.54412  8.49170  8.08228  0.04
H  6.25995  7.37537  6.63725  0.09
H  9.44630  9.44795  5.72895  0.10
H  7.67830  9.29929  5.47117  0.10
H  8.29934  10.09502  6.97572  0.03
O  11.50620  13.60308  10.44238  -0.48
C  11.05935  14.89180  10.06620  -0.60
C  11.69464  15.21352  8.70786  -0.47
C  13.05391  15.18678  8.40897  -0.14
C  13.35834  15.56596  7.09453  -0.19
C  12.25005  15.85615  6.38833  -0.37
S  10.75383  15.66698  7.32423  1.01
C  11.64989  15.88911  11.05166  -0.48
C  12.49724  16.95948  10.86862  -0.08
C  12.68774  17.63907  12.09050  -0.20
C  11.98981  17.13640  13.10580  -0.40
S  11.18109  15.68531  12.66266  1.06
C  9.48017  14.98379  10.09152  -0.47
C  8.62444  15.81094  10.77542  -0.11
C  7.27270  15.74859  10.26472  -0.17
C  7.13593  14.90801  9.21922  -0.37
S  8.64018  14.08780  8.81043  0.88
H  13.82634  14.93323  9.09453  0.11
H  14.35582  15.48287  6.70656  0.11
H  12.13418  16.30758  5.37903  0.08
H  12.99431  17.18607  9.93628  0.11
H  13.24375  18.56490  12.12862  0.11
H  12.01168  17.47668  14.15497  0.08
H  8.94074  16.50443  11.56511  0.10
H  6.47720  16.30768  10.75910  0.11
H  6.26759  14.68037  8.55554  0.09

Cartesian forces (eV/Å) of the 6 atoms listed first:
Bi 0.1 0.8 0.1
C 0.5 0.2 -0.2
C 0.3 -0.3 0.2
C 0.2 0.6 0.0
C 0.0 -0.2 0.0
N -1.5 -0.4 -1.0

---

2.
This record from the Open Molecules 2025 dataset describes C34H43BCl3F3GdN10O4S3Si as an isolated structure at a distorted geometry. The level of theory is ωB97M-V with the def2-TZVPD basis set.

Energy relative to the best compared isomer or geometry (same formula, charge and spin) ... 0.000 eV
2S+1 ... 8
Net charge ... -1
HOMO (spin up / spin down) ... -4.8 / -4.7 eV
Lowest unoccupied orbital energy (spin up / spin down) ... 0.0859 / -0.0149 Ha

Each line ends with the Löwdin charge.
CARTESIAN COORDINATES (ANGSTROEM)
Gd  0.15147  -0.58700  -0.43487  1.20
C  -2.00664  4.42634  -1.71293  -0.07
N  -2.90702  3.66645  -0.89794  -0.12
C  -3.77904  4.18544  0.02206  -0.06
C  -4.51147  3.15084  0.49423  -0.08
N  -4.10646  2.00232  -0.12376  0.00
B  -4.98597  0.73283  0.00995  -0.46
N  -4.34391  -0.57744  -0.50623  -0.01
C  -4.98222  -1.40674  -1.38104  -0.06
C  -4.45967  -2.65185  -1.27537  -0.04
N  -3.48228  -2.58957  -0.31911  -0.10
C  -2.80310  -3.69416  0.29452  -0.05
C  -3.38940  -1.30207  0.08990  -0.71
S  -2.24791  -0.77336  1.23082  0.72
C  -3.10330  2.31892  -0.95084  -0.68
S  -2.16859  1.30024  -1.92105  0.74
H  -2.47306  5.37508  -1.98608  0.09
H  -1.79651  3.84641  -2.61197  0.05
H  -1.06794  4.61856  -1.18744  0.05
H  -3.79632  5.23097  0.24932  0.11
H  -5.29813  3.13574  1.21944  0.11
H  -5.22600  0.59168  1.17464  0.07
H  -5.96929  0.91701  -0.65408  0.08
H  -5.78530  -1.04835  -1.98934  0.11
H  -4.69587  -3.56041  -1.79055  0.12
H  -3.45319  -4.56977  0.30875  0.10
H  -2.55186  -3.41252  1.31960  0.07
H  -1.87521  -3.93014  -0.22711  0.07
O  3.40916  -2.09418  2.51947  0.03
C  2.60630  -2.71395  1.85883  -0.59
N  2.53104  -4.08425  1.81579  0.16
C  1.41427  -4.55114  1.03440  -0.26
C  0.91585  -3.17876  0.53240  -0.50
O  -0.03284  -3.01091  -0.24518  -0.15
N  1.60613  -2.18818  1.06155  0.08
C  1.83113  -5.52631  -0.05375  -0.14
C  2.41766  -6.72923  0.33166  -0.04
C  2.76532  -7.67926  -0.61111  -0.09
C  2.55051  -7.43392  -1.95651  -0.10
C  1.96380  -6.24449  -2.34706  -0.07
C  1.59512  -5.30021  -1.40266  -0.03
C  0.31260  -5.15878  1.89106  -0.13
C  -0.62444  -6.02313  1.33560  -0.03
C  -1.61655  -6.58194  2.12245  -0.08
C  -1.68846  -6.28663  3.47350  -0.10
C  -0.77403  -5.40630  4.02562  -0.08
C  0.21481  -4.84157  3.24097  -0.01
H  3.14418  -4.67716  2.34749  0.15
H  2.58760  -6.92872  1.38058  0.12
H  3.19417  -8.62072  -0.29613  0.10
H  2.83378  -8.16850  -2.69642  0.10
H  1.78484  -6.04926  -3.39498  0.11
H  1.11053  -4.39565  -1.73036  0.07
H  -0.57434  -6.26356  0.28426  0.12
H  -2.33630  -7.25526  1.67947  0.10
H  -2.45325  -6.73567  4.09163  0.10
H  -0.82889  -5.15329  5.07371  0.10
H  0.91952  -4.15302  3.68367  0.12
F  -0.64025  0.19609  -5.25490  0.13
C  -0.69252  -0.98144  -4.60973  -0.53
F  0.28708  -1.73720  -5.13982  0.14
F  -1.84718  -1.55612  -4.96575  0.15
C  -0.51806  -0.81625  -3.07396  -0.77
O  0.24599  0.10091  -2.72403  -0.27
O  -1.12592  -1.59578  -2.34253  -0.06
Cl  4.82566  -1.07205  -0.42711  0.14
Si  3.03002  -0.16387  -1.02038  -0.34
Cl  3.84039  0.86999  -2.71088  0.17
Cl  2.16248  -1.97678  -2.16605  0.22
C  -0.43754  1.56324  2.74365  -0.21
C  -0.12843  2.17167  4.12911  -0.16
N  0.96863  1.45609  4.76389  -0.17
C  2.15599  1.57294  3.92946  -0.15
C  1.88524  1.00344  2.51952  -0.18
N  0.51079  0.47957  2.43557  -0.19
C  0.35982  -0.55287  3.47159  -0.18
C  0.60810  0.05090  4.87280  -0.15
H  -0.36312  2.32053  1.96239  0.03
H  -1.44586  1.14618  2.71845  0.05
H  -0.99375  2.10859  4.79432  0.11
H  0.16203  3.22152  4.04469  0.11
H  2.96428  1.03091  4.42390  0.12
H  2.42457  2.63089  3.88669  0.11
H  2.57251  0.18556  2.29645  0.09
H  1.99329  1.77986  1.76080  0.04
H  1.08472  -1.33786  3.26732  0.08
H  -0.64537  -0.97212  3.39381  0.07
H  1.42728  -0.46223  5.38229  0.11
H  -0.28410  -0.01540  5.50119  0.11
C  1.22446  2.88863  -4.19264  -0.07
N  0.73677  2.82625  -2.83427  -0.03
C  1.35493  3.13008  -1.70372  -0.83
S  0.59781  2.70579  -0.24357  0.65
N  2.45087  3.89158  -1.56578  -0.05
C  3.44873  4.29320  -2.53486  -0.10
H  0.57695  2.26137  -4.79807  0.08
H  2.23993  2.50227  -4.25952  0.05
H  1.17453  3.91177  -4.57655  0.08
H  -0.07785  2.22636  -2.68993  0.01
H  2.74347  3.93473  -0.59930  0.10
H  2.97937  4.72401  -3.41505  0.07
H  4.07645  3.44632  -2.82104  0.02
H  4.06932  5.05538  -2.06715  0.08

Cartesian forces (eV/Å) of the 6 atoms listed first:
Gd -0.9 0.4 1.0
C 0.4 0.3 -0.3
N -0.4 -0.4 0.4
C -0.3 0.1 0.2
C -0.1 0.6 0.2
N 0.4 0.2 0.0